96
Properties=species:S:1:pos:R:3 method="wB97M-V/def2-TZVPD" homo_energy_ev=-9.23 total_charge=0 homo_lumo_gap_ev=8.9
C -2.3328 5.4762 -0.9263
C -3.7509 4.8396 -0.9246
C -3.7880 3.7537 -2.0207
C -3.4325 2.3152 -1.5282
C -3.3911 1.3871 -2.7910
C -2.1924 2.1569 -0.6196
C -2.3777 1.9111 0.7559
C -1.3193 1.6776 1.6271
C -1.5614 1.3128 3.1281
C -1.8005 -0.2236 3.2360
C -0.6341 -1.0694 2.7191
O -0.9588 -2.4688 2.7642
C 0.0045 1.7227 1.1754
C 1.1924 1.4684 2.0739
O 1.9283 2.6672 2.3227
O 2.5358 2.5258 3.5896
C 0.1871 1.9757 -0.1759
C -0.8741 2.1770 -1.0486
C -0.5198 2.3829 -2.5182
O -1.0467 3.2064 -3.2390
C 0.5958 1.4805 -3.0009
C 0.5916 0.8395 -4.2251
C 1.6528 -0.0005 -4.5172
C 2.6967 -0.2177 -3.6477
C 3.8376 -1.1752 -3.9094
F 4.2416 -1.1306 -5.2353
C 3.3632 -2.5869 -3.5193
C 3.1890 -2.7726 -1.9969
C 2.6947 0.4563 -2.4265
C 1.6484 1.2819 -2.1249
C 1.5772 1.9902 -0.7893
O 2.5435 2.5148 -0.2684
H -2.4132 6.4636 -0.4625
H -1.6876 4.8198 -0.3284
H -1.9250 5.5456 -1.9390
H -3.9828 4.3235 0.0169
H -4.4873 5.6258 -1.1237
H -3.1903 4.0912 -2.8712
H -4.8276 3.7146 -2.3899
H -4.2820 1.9704 -0.9224
H -2.5484 0.6892 -2.7171
H -4.3321 0.8454 -2.9178
H -3.2382 2.0318 -3.6624
H -3.3823 1.8712 1.1739
H -0.7512 1.6613 3.7737
H -2.4656 1.8062 3.5090
H -2.6803 -0.5152 2.6460
H -1.9896 -0.5126 4.2798
H 0.2842 -0.9267 3.3055
H -0.4786 -0.8179 1.6580
H -0.1961 -2.9001 2.3571
H 0.9057 1.0825 3.0506
H 1.8503 0.7277 1.5851
H 3.4482 2.8311 3.4950
H -0.2439 0.9779 -4.9052
H 1.6482 -0.5421 -5.4638
H 4.7015 -0.9350 -3.2729
H 4.0641 -3.3559 -3.8691
H 2.3976 -2.7722 -4.0059
H 4.0370 -3.3090 -1.5532
H 2.3103 -3.3811 -1.7553
H 3.0807 -1.8378 -1.4377
H 3.5292 0.2953 -1.7467
O 1.7517 -3.7052 2.2502
S 2.3715 -4.9075 1.8200
O 1.6239 -6.0698 1.5085
O 3.5179 -5.2873 2.8734
C 4.7842 -5.3802 2.2067
C 4.6750 -4.4258 1.0369
O 3.3268 -4.5781 0.5755
H 4.9187 -6.4100 1.8697
H 5.5899 -5.1141 2.8859
H 5.3794 -4.6546 0.2416
H 4.8108 -3.3894 1.3548
O -2.6925 6.6432 2.1991
S -2.9273 5.8726 3.3634
O -4.1989 5.3346 3.6838
O -2.3912 6.7075 4.6185
C -1.3880 5.9228 5.2908
C -0.7615 5.0623 4.1947
O -1.8652 4.6976 3.3506
H -1.8822 5.3097 6.0473
H -0.6604 6.5723 5.7704
H -0.2697 4.1749 4.5846
H -0.0509 5.6367 3.5973
O -1.7308 -5.1445 -3.3739
S -1.1153 -6.4173 -3.2750
O -0.5942 -7.0935 -4.4054
O -2.1174 -7.3999 -2.4916
C -1.4751 -7.9243 -1.3234
C -0.4828 -6.8581 -0.9146
O 0.0321 -6.3501 -2.1526
H -0.9704 -8.8530 -1.5993
H -2.2074 -8.1287 -0.5465
H 0.3212 -7.2477 -0.2976
H -0.9769 -6.0378 -0.3893

***

17
Properties=species:S:1:pos:R:3 method="wB97M-V/def2-TZVPD" homo_energy_ev=-10.70 total_charge=0 homo_lumo_gap_ev=11.5
C -0.3634 -1.0473 0.9080
C 0.5072 -1.5683 -0.2567
C 0.2829 -0.6949 -1.5264
C 0.5096 -1.4027 -2.7961
O 0.0283 -2.4600 -3.0857
O 1.2712 -0.6568 -3.6737
H -1.3931 -0.7365 0.7350
H -0.3112 -1.7400 1.7455
H 0.1676 -0.1033 1.0761
H 1.5400 -1.3973 0.0546
H 0.4783 -2.6352 -0.4851
H 0.8913 0.2040 -1.4747
H -0.7852 -0.4633 -1.4839
H 1.1193 -1.1330 -4.5173
O -1.5924 5.4924 5.1299
H -1.2592 4.6064 5.2896
H -1.0911 5.7359 4.3611

***

37
Properties=species:S:1:pos:R:3 method="wB97M-V/def2-TZVPD" homo_energy_ev=-7.78 total_charge=0 homo_lumo_gap_ev=8.3
C 2.3913 2.8117 -0.4642
N 2.3375 1.3956 -0.1804
C 3.4999 0.6645 -0.0607
O 4.5996 1.1545 -0.1915
N 3.3349 -0.6771 0.2194
C 2.1650 -1.4186 0.4188
O 2.2130 -2.6082 0.6769
C 1.0289 -0.5781 0.2682
C 1.1380 0.7735 -0.0142
N -0.0772 1.3519 -0.0857
C -0.9463 0.3685 0.1538
N -2.2721 0.5996 0.1041
C -2.7223 1.9441 -0.2156
C -4.2376 1.8007 -0.2378
C -4.4830 0.8148 0.9018
C -3.3084 -0.1612 0.7855
N -0.3374 -0.8305 0.3825
C -0.8558 -2.1762 0.4425
C -1.1720 -2.7189 -0.9614
O -2.2462 -2.0571 -1.5823
H 1.8847 3.3637 0.3270
H 1.8936 3.0180 -1.4117
H 3.4395 3.0986 -0.5180
H 4.2014 -1.1956 0.3084
H -2.2921 2.2575 -1.1674
H -2.3957 2.6539 0.5535
H -4.7467 2.7500 -0.0912
H -4.5601 1.3679 -1.1849
H -5.4415 0.3072 0.8223
H -4.4443 1.3378 1.8579
H -2.9727 -0.4950 1.7718
H -3.5838 -1.0332 0.1815
H -1.7489 -2.2177 1.0649
H -0.0733 -2.7978 0.8834
H -1.4743 -3.7644 -0.8762
H -0.2663 -2.6644 -1.5792
H -1.9934 -1.1430 -1.7591

***

20
Properties=species:S:1:pos:R:3 method="wB97M-V/def2-TZVPD" homo_energy_ev="0.96 / -5.82" s_squared=0.7505 multiplicity=2 total_charge=-1 homo_lumo_gap_ev="2.7 / 9.3"
O -0.8769 -2.2227 0.7575
C -0.8205 -1.2991 -0.0514
N -1.3863 -0.1114 0.3337
C -1.2962 1.2245 -0.3038
N -1.2727 2.2219 0.7503
C -0.0804 -1.2642 -1.3618
C 1.3757 -0.8975 -1.0082
H -2.1060 -0.1050 1.0386
H -0.3083 1.2648 -0.7705
H -2.1277 1.2940 -0.9803
H -1.0804 3.1920 0.5301
H -2.1908 2.1607 1.1925
H -0.6614 -0.5004 -1.8797
H 0.0657 -2.1769 -1.9412
H 2.0344 -1.7533 -1.1614
H 1.7551 -0.0166 -1.5442
H 1.4734 -0.6021 0.0347
H 1.8666 0.2976 2.1470
H 2.8402 -0.8039 1.9205
O 2.7964 0.0975 2.2978

***

106
Properties=species:S:1:pos:R:3 method="wB97M-V/def2-TZVPD" homo_energy_ev="-7.51 / -7.66" s_squared=2.0053 multiplicity=3 total_charge=0 homo_lumo_gap_ev="7.1 / 7.3"
Pd -0.1597 0.3196 0.7296
N -1.6719 -1.0463 0.0098
S -2.2770 -2.2107 -0.5572
N -1.7500 -2.8403 -2.0284
S -1.5374 -1.9823 -3.2823
N -0.7479 -0.6696 -3.3071
S 0.7327 -0.3466 -2.5602
N 0.7809 0.2754 -1.2592
C 1.4380 0.6595 -3.8564
C 0.6222 1.5172 -4.5803
C 1.1996 2.4275 -5.4505
C 2.5796 2.4811 -5.5894
C 3.3874 1.6392 -4.8404
C 2.8190 0.7323 -3.9584
C 1.5926 -1.9124 -2.6899
C 2.1475 -2.4055 -3.8645
C 2.8172 -3.6165 -3.8321
C 2.9115 -4.3279 -2.6412
C 2.3375 -3.8333 -1.4807
C 1.6779 -2.6119 -1.4958
C -0.9236 -3.2046 -4.4327
C -0.5850 -4.4763 -4.0034
C -0.1073 -5.3837 -4.9399
C 0.0200 -5.0140 -6.2697
C -0.3181 -3.7292 -6.6817
C -0.7911 -2.8130 -5.7601
C -3.0753 -1.5248 -4.0656
C -3.2416 -0.2880 -4.6662
C -4.4559 -0.0020 -5.2726
C -5.4759 -0.9419 -5.2662
C -5.2956 -2.1758 -4.6534
C -4.0865 -2.4767 -4.0503
C -2.0911 -3.7321 0.3580
C -2.2131 -5.0082 -0.1803
C -2.0161 -6.1010 0.6458
C -1.6914 -5.9141 1.9867
C -1.5537 -4.6378 2.5050
C -1.7505 -3.5326 1.6865
C -4.0392 -2.0297 -0.8249
C -4.4566 -0.7159 -0.9744
C -5.7988 -0.4612 -1.2106
C -6.7067 -1.5078 -1.2684
C -6.2796 -2.8158 -1.0788
C -4.9384 -3.0845 -0.8560
H -0.4474 1.4880 -4.4423
H 0.5709 3.1030 -6.0143
H 3.0265 3.1915 -6.2719
H 4.4635 1.6940 -4.9309
H 3.4480 0.0955 -3.3498
H 2.0700 -1.8474 -4.7880
H 3.2696 -4.0044 -4.7344
H 3.4439 -5.2691 -2.6191
H 2.4231 -4.3781 -0.5504
H 1.2426 -2.1938 -0.5943
H -0.6850 -4.7381 -2.9603
H 0.1700 -6.3793 -4.6217
H 0.3900 -5.7284 -6.9927
H -0.2126 -3.4431 -7.7190
H -1.0500 -1.8071 -6.0653
H -2.4388 0.4311 -4.6446
H -4.6048 0.9598 -5.7431
H -6.4225 -0.7100 -5.7354
H -6.0979 -2.8999 -4.6379
H -3.9319 -3.4273 -3.5577
H -2.4366 -5.1410 -1.2301
H -2.1057 -7.1020 0.2449
H -1.5374 -6.7746 2.6244
H -1.2841 -4.4810 3.5403
H -1.6170 -2.5313 2.0718
H -3.7321 0.0841 -0.8672
H -6.1364 0.5597 -1.3261
H -7.7552 -1.3033 -1.4387
H -6.9937 -3.6279 -1.0941
H -4.6083 -4.1011 -0.6955
O 1.5579 1.5587 1.4098
C 2.6853 1.1010 1.5712
C 3.0921 -0.2833 1.7118
C 4.4689 -0.4872 1.8650
C 4.9801 -1.7435 2.0704
C 4.1249 -2.8532 2.1793
C 2.7817 -2.6812 2.0445
C 2.1909 -1.4025 1.7606
O 0.9406 -1.3554 1.5595
N 6.4126 -1.9274 2.1908
O 6.8282 -3.0637 2.3505
O 7.1295 -0.9443 2.1097
H 3.5202 1.8176 1.6381
H 5.1453 0.3564 1.8236
H 4.5518 -3.8261 2.3758
H 2.0966 -3.5143 2.1364
O -1.7123 -1.3314 4.1200
S -1.3972 0.0732 4.1293
O -0.2747 0.5086 4.9042
N -1.3022 0.6549 2.5918
C -2.2753 1.4901 2.2773
S -2.3710 2.1937 0.7650
C -3.2332 1.7149 3.3996
C -4.3774 2.4944 3.4182
C -5.1257 2.5250 4.5870
C -4.7374 1.7922 5.7069
C -3.5899 1.0081 5.6873
C -2.8591 0.9932 4.5176
H -4.6610 3.0587 2.5402
H -6.0246 3.1251 4.6311
H -5.3380 1.8351 6.6051
H -3.2808 0.4372 6.5515

***

9
Properties=species:S:1:pos:R:3 method="wB97M-V/def2-TZVPD" homo_energy_ev="-19.10 / -19.08" s_squared=0.7609 multiplicity=2 total_charge=+2 homo_lumo_gap_ev="7.3 / 5.2"
O -1.0095 2.3197 2.7370
C -1.0730 2.4392 1.5918
H -1.4292 2.9640 -0.0646
P -2.1508 1.6713 0.4614
C 1.5773 -2.3087 -1.1277
O 0.9521 -1.2654 -1.2199
Ag -0.4112 -0.1529 -0.2944
H 2.0909 -2.5760 -0.1900
H 1.4534 -3.0912 -1.8935

***

62
Properties=species:S:1:pos:R:3 method="wB97M-V/def2-TZVPD" homo_energy_ev=-8.17 total_charge=0 homo_lumo_gap_ev=9.0
C 4.5459 -8.1151 2.1076
O 4.7684 -6.8846 1.4662
C 3.7188 -6.0214 1.3329
C 2.4270 -6.2577 1.7863
C 1.4425 -5.3028 1.5913
C 1.7105 -4.1065 0.9451
C 0.6484 -3.0601 0.7776
C 0.6582 -2.1038 1.9792
N -0.4276 -1.1436 1.9094
C -0.7698 -0.5935 3.2081
C -2.0331 0.2560 3.1020
C -1.8274 1.3868 2.1003
C -1.3961 0.7901 0.7627
C -1.1201 1.8866 -0.2715
N -0.6451 1.3440 -1.5323
C -1.6991 0.7185 -2.3013
C 0.1354 2.2954 -2.3151
C -0.6371 3.5020 -2.7938
C -1.3190 3.4718 -4.0074
C -2.0728 4.5572 -4.4072
C -2.1651 5.6917 -3.6171
C -1.4823 5.7372 -2.4080
O -1.4827 6.7961 -1.5475
C -2.2093 7.9468 -1.9000
C -0.7243 4.6374 -2.0075
C -0.1508 -0.0685 0.9745
C 3.0080 -3.8794 0.4973
C 3.9990 -4.8184 0.6846
H 5.5051 -8.6308 2.0981
H 3.8057 -8.7203 1.5736
H 4.2213 -7.9767 3.1444
H 2.1727 -7.1769 2.2906
H 0.4421 -5.5013 1.9492
H 0.8243 -2.5011 -0.1416
H -0.3387 -3.5199 0.7173
H 0.5278 -2.7005 2.8864
H 1.6437 -1.6091 2.0459
H -0.9447 -1.4221 3.8998
H 0.0531 0.0241 3.6162
H -2.8544 -0.3794 2.7669
H -2.2859 0.6565 4.0855
H -2.7477 1.9627 1.9822
H -1.0511 2.0641 2.4656
H -2.1979 0.1371 0.4088
H -0.3364 2.5349 0.1281
H -2.0289 2.4991 -0.4034
H -2.1123 -0.1111 -1.7312
H -1.2778 0.3196 -3.2229
H -2.5166 1.4102 -2.5558
H 0.9756 2.6158 -1.6930
H 0.5354 1.7503 -3.1751
H -1.2498 2.6008 -4.6419
H -2.5995 4.5287 -5.3501
H -2.7607 6.5246 -3.9560
H -2.0581 8.6526 -1.0847
H -3.2790 7.7340 -1.9988
H -1.8393 8.3871 -2.8319
H -0.1986 4.7041 -1.0675
H 0.1473 -0.4900 0.0152
H 0.6759 0.5719 1.3369
H 3.2417 -2.9539 -0.0091
H 5.0053 -4.6471 0.3360

***

21
Properties=species:S:1:pos:R:3 method="wB97M-V/def2-TZVPD" homo_energy_ev="-8.33 / -7.99" s_squared=0.7593 multiplicity=2 total_charge=0 homo_lumo_gap_ev="7.5 / 6.1"
Na -0.3844 -3.2898 0.6345
O 1.2367 -1.5154 0.7661
O 1.9786 -0.7166 -1.2151
C 2.3659 0.5340 -0.6349
C 1.3656 1.6256 -0.9845
O 0.9740 -2.6682 -1.1173
C 1.3714 -1.6732 -0.4819
H 2.4744 0.4252 0.4503
H 3.3448 0.7693 -1.0703
H 1.2064 1.6572 -2.0697
H 1.8067 2.5872 -0.6793
Cs 0.0604 -0.6203 2.8160
O 0.0725 1.3630 1.0005
O -1.0258 1.4968 -0.9379
C -3.1081 0.4021 0.7869
C -2.5201 -0.8396 0.4541
O -1.6194 -1.3901 1.1322
C 0.0232 1.4873 -0.2598
H -2.8846 0.8704 1.7436
H -3.8695 0.8285 0.1358
H -2.8688 -1.3334 -0.4691

***

73
Properties=species:S:1:pos:R:3 method="wB97M-V/def2-TZVPD" homo_energy_ev="-15.78 / -16.42" s_squared=6.0163 multiplicity=5 total_charge=+3 homo_lumo_gap_ev="7.7 / 5.9"
Os 0.8550 -1.5620 1.0051
Br 1.2427 -8.2712 1.5906
C 1.0399 -6.4596 1.2524
C -0.2159 -5.8644 1.2956
C -0.3097 -4.5105 1.0597
N 0.7516 -3.7435 0.7669
C 1.9699 -4.3276 0.7106
C 2.1508 -5.6723 0.9578
C 3.0938 -3.4157 0.3964
C 4.3161 -3.8609 -0.0634
C 5.3202 -2.9339 -0.3284
Br 6.9651 -3.4966 -0.9750
C 5.0718 -1.5839 -0.1010
C 3.8259 -1.2137 0.3516
N 2.8404 -2.0981 0.5761
H -1.1008 -6.4417 1.5213
H -1.2702 -4.0130 1.0938
H 3.1364 -6.1138 0.9486
H 4.4955 -4.9129 -0.2290
H 5.8384 -0.8396 -0.2615
H 3.5960 -0.1774 0.5607
C 1.4027 1.2511 2.3353
C 1.4698 -0.2515 2.4103
O 1.8699 -0.8686 3.3663
H 2.1454 1.6930 2.9992
H 0.4094 1.5536 2.6789
H 1.5319 1.6025 1.3116
C -5.2773 -1.6600 2.7385
C -3.8484 -1.5059 2.3321
C -2.8323 -1.3046 3.2615
C -1.5199 -1.2029 2.8478
N -1.1622 -1.2933 1.5527
C -2.1422 -1.4720 0.6394
C -3.4666 -1.5724 0.9855
H -5.4010 -1.5896 3.8159
H -5.6595 -2.6267 2.4061
H -5.8936 -0.8948 2.2638
H -3.0544 -1.2356 4.3178
H -0.7205 -1.0668 3.5647
H -1.8218 -1.5308 -0.3940
H -4.2077 -1.7222 0.2111
C 0.0946 5.2134 -2.0685
Ge -1.6557 5.5651 -1.3047
C -1.5963 6.5796 0.3363
C -3.0084 6.0576 -2.5903
C -2.4185 3.6599 -0.5941
Se -1.2584 2.2505 -0.8679
C -1.7929 1.7602 -2.6578
H 0.5145 6.1601 -2.4117
H 0.0396 4.5481 -2.9307
H 0.7731 4.7986 -1.3230
H -1.1778 7.5633 0.1153
H -0.9576 6.0998 1.0769
H -2.5936 6.7210 0.7499
H -2.7426 7.0324 -3.0041
H -3.9861 6.1456 -2.1191
H -3.0620 5.3467 -3.4141
H -3.3486 3.5547 -1.1491
H -2.5719 3.8464 0.4664
H -1.6174 2.6091 -3.3164
H -2.8497 1.5031 -2.6465
H -1.1913 0.9109 -2.9681
C 2.6176 1.4355 -1.9680
N 2.2802 0.1465 -2.5544
C 1.3509 -0.6827 -2.0688
N 1.1574 -1.8543 -2.7065
O 0.6670 -0.3905 -1.0422
H 3.6636 1.4566 -1.6648
H 1.9862 1.5977 -1.0990
H 2.4488 2.2355 -2.6874
H 2.7914 -0.1361 -3.3763
H 1.6053 -2.0777 -3.5799
H 0.4038 -2.4467 -2.4050

***

50
Properties=species:S:1:pos:R:3 method="wB97M-V/def2-TZVPD" homo_energy_ev=-8.79 total_charge=0 homo_lumo_gap_ev=9.3
C -6.3952 -3.3398 0.8057
C -5.8704 -2.1466 0.5710
C -5.3658 -1.2466 1.6544
C -5.7458 -1.6188 -0.8217
S -3.9895 -1.4002 -1.3313
C -3.8135 0.2777 -0.9895
N -4.7025 1.1069 -0.5340
N -4.0934 2.3085 -0.4471
C -2.8766 2.1632 -0.8454
C -1.8049 3.1811 -0.9005
C -1.1440 3.3689 0.4746
C -0.6193 2.0713 1.0901
C 0.4332 1.3717 0.2332
C 1.0374 0.1735 0.9701
N 2.0291 -0.5117 0.1785
C 3.3587 -0.3095 0.3516
O 3.8355 0.3249 1.2610
O 4.0324 -0.9455 -0.6257
C 5.4800 -0.9500 -0.6339
C 5.8419 -1.7786 -1.8675
C 6.0161 -1.6156 0.6333
C 6.0142 0.4757 -0.7714
O -2.6242 0.8751 -1.2138
H -6.5083 -3.7192 1.8065
H -6.7406 -3.9793 0.0113
H -5.7389 -0.2342 1.5104
H -4.2766 -1.2038 1.6243
H -5.6660 -1.6098 2.6329
H -6.1720 -2.3062 -1.5505
H -6.1907 -0.6290 -0.9163
H -1.0656 2.8684 -1.6378
H -2.2471 4.1271 -1.2141
H -0.3211 4.0767 0.3622
H -1.8795 3.8059 1.1520
H -0.1814 2.3082 2.0621
H -1.4527 1.3878 1.2692
H -0.0141 1.0190 -0.6982
H 1.2330 2.0734 -0.0126
H 1.5435 0.5085 1.8783
H 0.2491 -0.5357 1.2416
H 1.7379 -0.9825 -0.6632
H 6.9212 -1.8437 -1.9670
H 5.4318 -2.7808 -1.7763
H 5.4296 -1.3170 -2.7609
H 7.0983 -1.6922 0.5771
H 5.5952 -2.6135 0.7373
H 5.7471 -1.0279 1.5064
H 7.0969 0.4546 -0.8578
H 5.5978 0.9469 -1.6595
H 5.7394 1.0625 0.1006

***

Values for energy relative to the best compared isomer or geometry (same formula, charge and spin), kcal per mole, ordered as above
15.7; 12.8; 0.0; 40.5; 0.0; 0.0; 50.0; 14.2; 46.8; 44.1